Molecular formula: CH2ClO2S
Method: DFT, wB97M-V/def2-TZVPD

Cartesian coordinates (Å):
C: -0.545 -0.509 -0.174
O: 1.976 -0.575 -0.935
O: 1.478 -1.010 1.434
S: 1.089 -0.325 0.218
Cl: -1.857 2.353 -0.154
H: -1.274 -0.134 0.578
H: -0.867 0.201 -0.967

Properties
Expectation value of S²: 2.0107
Total charge: -1
Lowest unoccupied orbital energy (spin up / spin down) in Ha: 0.141 / 0.027
2S+1: 3
Kohn-Sham gap (spin up / spin down) in eV: 8.62 / 5.54
Highest occupied orbital energy (spin up / spin down) in eV: -4.8 / -4.8

Molecular formula: CH2ClO2S2
Method: DFT, wB97M-V/def2-TZVPD

Cartesian coordinates (Å):
C: 2.746 -0.376 -0.484
O: -2.607 1.305 1.335
O: -1.669 0.396 -0.752
S: -4.093 -0.948 0.412
S: -2.271 0.073 0.633
Cl: 1.321 0.433 -0.034
H: 3.257 -0.106 -1.357
H: 3.316 -0.778 0.247

Properties
Total charge: -1
Lowest unoccupied orbital energy (spin up / spin down) in Ha: 0.095 / 0.089
Kohn-Sham gap (spin up / spin down) in eV: 6.76 / 6.44
Highest occupied orbital energy (spin up / spin down) in eV: -4.2 / -4.0

Molecular formula: CH2ClOP
Method: DFT, wB97M-V/def2-TZVPD

Cartesian coordinates (Å):
C: -0.549 -0.572 0.111
O: -0.940 -1.657 0.255
P: 0.787 0.307 -0.656
Cl: -1.972 1.074 0.092
H: 1.719 -0.688 -0.123
H: 0.955 1.537 0.322

Properties
SMILES: O=C(P)Cl
Total charge: 0
Lowest unoccupied orbital energy in Ha: -0.023
Kohn-Sham gap in eV: 9.84
Highest occupied orbital energy in eV: -10.5

Molecular formula: CH2F2N2
Method: DFT, wB97M-V/def2-TZVPD

Cartesian coordinates (Å):
C: 0.938 -0.417 0.063
N: 1.558 0.589 -0.052
N: -1.340 -0.311 -0.499
F: -1.314 1.017 -0.257
F: -1.933 -0.875 0.619
H: 1.014 -1.365 0.538
H: 1.077 1.361 -0.411

Properties
Total charge: 0
Lowest unoccupied orbital energy (spin up / spin down) in Ha: -0.003 / 0.005
Kohn-Sham gap (spin up / spin down) in eV: 8.20 / 9.62
Highest occupied orbital energy (spin up / spin down) in eV: -8.3 / -9.5

Molecular formula: CH2F2NO2S
Method: DFT, wB97M-V/def2-TZVPD

Cartesian coordinates (Å):
C: 1.226 -0.238 0.082
N: -0.094 0.744 -0.629
O: -1.643 -0.427 1.198
O: -2.631 0.217 -0.861
F: 1.777 -1.042 -0.842
F: 2.268 0.612 0.417
S: -1.480 -0.474 -0.276
H: 0.693 -0.840 0.712
H: -0.115 1.448 0.200

Properties
Total charge: -1
Lowest unoccupied orbital energy in Ha: 0.151
Kohn-Sham gap in eV: 8.08
Highest occupied orbital energy in eV: -4.0

Molecular formula: CH2F3N3
Method: DFT, wB97M-V/def2-TZVPD

Cartesian coordinates (Å):
C: 0.519 1.044 0.713
N: 0.253 2.156 1.159
N: 0.063 0.341 -0.401
N: 2.021 0.082 1.609
F: 0.966 2.604 2.225
F: 1.969 -1.286 1.287
F: 1.572 0.077 2.926
H: -0.902 0.534 -0.552
H: 0.035 -0.631 -0.331

Properties
Total charge: 0
Lowest unoccupied orbital energy (spin up / spin down) in Ha: -0.011 / -0.011
Kohn-Sham gap (spin up / spin down) in eV: 9.86 / 9.86
Highest occupied orbital energy (spin up / spin down) in eV: -10.2 / -10.2

Molecular formula: CH2F3P
Method: DFT, wB97M-V/def2-TZVPD

Cartesian coordinates (Å):
C: -0.071 0.116 -0.619
F: 0.793 1.052 -0.888
F: 1.293 -1.540 -0.694
F: -0.789 -0.172 -1.657
P: -0.506 -0.411 1.048
H: 0.609 0.232 1.582
H: -1.329 0.723 1.228

Properties
Total charge: 0
Lowest unoccupied orbital energy in Ha: -0.032
Kohn-Sham gap in eV: 9.93
Highest occupied orbital energy in eV: -10.8

Molecular formula: CH2F3PS
Method: DFT, wB97M-V/def2-TZVPD

Cartesian coordinates (Å):
C: -3.687 0.149 0.041
F: -2.938 1.052 -0.675
F: -4.719 -0.278 -0.695
F: -4.090 0.856 1.060
P: 0.560 -0.022 0.451
S: -2.597 -1.116 0.669
H: -0.379 -0.562 1.362
H: -0.166 1.279 0.523

Properties
Total charge: 0
Lowest unoccupied orbital energy (spin up / spin down) in Ha: -0.065 / -0.111
Kohn-Sham gap (spin up / spin down) in eV: 8.58 / 6.39
Highest occupied orbital energy (spin up / spin down) in eV: -10.3 / -9.4

Molecular formula: CH2F4Si
Method: DFT, wB97M-V/def2-TZVPD

Cartesian coordinates (Å):
C: 1.124 0.239 -0.151
F: 1.469 1.165 0.782
F: -1.704 -0.350 -1.280
F: -1.584 0.725 1.100
F: -1.247 -1.649 0.859
Si: -0.933 -0.275 0.080
H: 1.739 -0.731 -0.176
H: 1.136 0.876 -1.215

Properties
SMILES: FC[Si](F)(F)F
Total charge: 0
Lowest unoccupied orbital energy in Ha: 0.020
Kohn-Sham gap in eV: 11.86
Highest occupied orbital energy in eV: -11.3

Molecular formula: CH2F4Si
Method: DFT, wB97M-V/def2-TZVPD

Cartesian coordinates (Å):
C: -1.271 0.192 -0.019
F: -1.558 1.569 -0.012
F: 1.585 -0.400 -1.501
F: 1.479 -1.490 0.661
F: 1.979 0.930 0.705
Si: 1.051 -0.132 -0.038
H: -1.675 -0.431 -0.865
H: -1.589 -0.238 1.070

Properties
Total charge: 0
Lowest unoccupied orbital energy in Ha: 0.009
Kohn-Sham gap in eV: 11.33
Highest occupied orbital energy in eV: -11.1

Strongest force on any atom, record by record: 3.4 4.3 2.7 3.0 6.6 5.1 3.8 2.2 4.2 3.7 eV/A
Total energy, record by record: -28520.3037 -39355.7660 -24926.5807 -9477.8128 -22924.5284 -13684.3786 -18507.6323 -29342.7108 -19821.4668 -19820.8621 eV